Record 1
55
Properties=species:S:1:pos:R:3:nbo_charge:R:1 method="wB97M-V/def2-TZVPD" e_tot_ev=-115372.267 e_above_lowest_ev=0.2824 fmax_ev_per_a=0.1 total_charge=+2 homo_lumo_gap_ev=7.3
Pd -0.82 -0.05 1.32 0.612
O 0.50 1.26 2.57 -0.743
C 1.71 2.03 2.52 -0.068
C 1.77 2.97 1.32 -0.267
N 2.54 2.48 0.16 -0.198
C 3.79 2.29 0.24 0.126
C 1.33 -2.32 1.29 1.085
O 2.17 -2.82 0.68 -0.445
O 0.47 -1.87 1.94 -0.591
C 1.79 2.14 -1.06 -0.352
C 1.15 0.74 -0.89 0.780
O 1.52 0.09 0.11 -0.798
O 0.33 0.44 -1.77 -0.723
H 0.28 1.10 3.49 0.518
H 2.57 1.37 2.54 0.204
H 1.73 2.66 3.41 0.216
H 2.24 3.90 1.63 0.253
H 0.76 3.21 0.98 0.253
H 4.31 2.51 1.16 0.223
H 4.33 1.91 -0.62 0.235
H 2.47 2.14 -1.91 0.252
H 1.02 2.89 -1.22 0.249
C -2.89 1.27 -2.20 -0.430
N -3.91 1.27 -1.17 -0.315
C -3.73 1.43 0.14 0.284
Se -2.15 1.90 1.05 0.007
N -4.91 1.30 0.76 -0.513
C -5.91 1.04 -0.18 0.170
C -7.28 0.84 -0.06 -0.229
C -7.96 0.60 -1.23 -0.173
C -7.31 0.58 -2.48 -0.177
C -5.95 0.78 -2.59 -0.210
C -5.26 1.02 -1.41 0.089
H -1.91 1.23 -1.75 0.264
H -2.99 2.17 -2.81 0.232
H -3.02 0.39 -2.83 0.226
H -5.03 1.41 1.75 0.452
H -7.78 0.86 0.90 0.244
H -9.03 0.44 -1.20 0.243
H -7.90 0.40 -3.37 0.242
H -5.46 0.77 -3.56 0.239
C 0.33 -3.05 -2.01 -0.428
N -0.61 -2.15 -1.34 -0.588
C -1.63 -2.49 -0.59 0.371
S -2.44 -1.33 0.45 -0.078
N -2.16 -3.71 -0.57 -0.567
C -2.15 -4.69 -1.66 -0.423
H 1.28 -2.52 -2.08 0.239
H 0.00 -3.32 -3.01 0.221
H 0.48 -3.95 -1.42 0.216
H -0.36 -1.15 -1.41 0.467
H -2.82 -3.87 0.18 0.427
H -2.13 -4.18 -2.62 0.216
H -3.07 -5.26 -1.59 0.239
H -1.31 -5.38 -1.59 0.221

***

Record 2
54
Properties=species:S:1:pos:R:3:nbo_charge:R:1 method="wB97M-V/def2-TZVPD" e_tot_ev=-81691.854 e_above_lowest_ev=0.0000 multiplicity=2 fmax_ev_per_a=0.5 total_charge=+1 homo_lumo_gap_ev="7.0 / 6.2"
Sn 1.30 2.28 1.66 1.160
S 3.75 2.76 1.95 -0.712
Sb 3.19 3.85 -0.11 0.975
S 1.85 1.92 -0.76 -0.863
S 1.22 4.81 0.81 -0.738
C -3.87 3.42 -1.82 -0.051
N -2.39 3.54 -2.22 -0.390
C -2.03 2.32 -3.08 -0.051
N -2.34 1.11 -2.40 -0.442
C -3.75 1.06 -2.02 -0.071
N -4.12 2.18 -1.17 -0.437
C -3.49 2.10 0.16 -0.531
P -1.63 2.15 0.09 0.826
C -1.50 3.63 -1.01 -0.567
C -1.45 0.88 -1.26 -0.547
H -4.44 3.49 -2.75 0.219
H -4.09 4.26 -1.18 0.224
H -2.27 4.38 -2.78 0.430
H -0.97 2.39 -3.31 0.234
H -2.62 2.41 -4.00 0.217
H -3.93 0.14 -1.48 0.220
H -4.36 1.08 -2.93 0.211
H -3.81 1.18 0.65 0.242
H -3.85 2.93 0.77 0.235
H -0.46 3.73 -1.33 0.289
H -1.77 4.53 -0.46 0.253
H -1.64 -0.11 -0.84 0.244
H -0.41 0.90 -1.59 0.261
C 3.49 -3.87 1.13 -0.424
N 3.04 -2.67 1.83 -0.166
N 1.93 -1.96 1.43 -0.236
C 1.94 -0.73 2.02 0.593
O 0.98 0.09 1.85 -0.766
C 3.14 -0.66 2.76 -0.397
C 3.79 -1.85 2.60 0.274
C 5.12 -2.29 3.11 -0.660
C 0.84 -2.58 0.75 0.185
C 0.48 -2.10 -0.50 -0.232
C -0.58 -2.70 -1.16 -0.206
C -1.27 -3.76 -0.58 -0.199
C -0.90 -4.23 0.67 -0.196
C 0.16 -3.64 1.35 -0.233
H 2.78 -4.10 0.35 0.240
H 3.54 -4.71 1.82 0.223
H 4.46 -3.70 0.69 0.222
H 3.46 0.18 3.36 0.257
H 5.52 -1.53 3.78 0.251
H 5.82 -2.42 2.28 0.239
H 5.05 -3.24 3.64 0.238
H 1.04 -1.28 -0.93 0.242
H -0.86 -2.34 -2.15 0.223
H -2.10 -4.22 -1.11 0.226
H -1.43 -5.06 1.12 0.230
H 0.46 -3.99 2.33 0.231

***

Record 3
45
Properties=species:S:1:pos:R:3:nbo_charge:R:1 method="wB97M-V/def2-TZVPD" e_tot_ev=-23620.578 e_above_lowest_ev=0.6817 smiles="CC[C@H]1CCCCN1C(=O)CCCOc1ccccc1" fmax_ev_per_a=0.6 homo_lumo_gap_ev=9.2
C 2.99 0.72 -2.58 -0.609
C 3.27 -0.51 -1.71 -0.410
C 2.18 -0.71 -0.64 -0.031
C 2.41 -1.98 0.20 -0.403
C 3.60 -1.84 1.15 -0.401
C 3.40 -0.61 2.02 -0.405
C 3.21 0.63 1.14 -0.231
N 2.08 0.44 0.24 -0.451
C 1.02 1.27 0.36 0.697
O 1.05 2.22 1.12 -0.654
C -0.19 0.99 -0.51 -0.505
C -1.35 1.92 -0.16 -0.428
C -1.96 1.54 1.19 -0.071
O -2.47 0.22 1.21 -0.503
C -3.65 -0.07 0.60 0.301
C -4.00 -1.42 0.60 -0.264
C -5.19 -1.83 0.03 -0.189
C -6.05 -0.91 -0.54 -0.251
C -5.71 0.43 -0.54 -0.203
C -4.52 0.86 0.03 -0.270
H 2.91 1.61 -1.96 0.211
H 2.07 0.59 -3.13 0.200
H 3.80 0.86 -3.29 0.214
H 4.25 -0.40 -1.24 0.199
H 3.30 -1.40 -2.33 0.207
H 1.24 -0.83 -1.17 0.215
H 2.56 -2.83 -0.47 0.210
H 1.51 -2.17 0.78 0.205
H 4.53 -1.75 0.58 0.195
H 3.67 -2.74 1.77 0.212
H 4.27 -0.46 2.67 0.212
H 2.52 -0.74 2.65 0.202
H 2.99 1.51 1.75 0.254
H 4.12 0.82 0.56 0.184
H 0.08 1.11 -1.56 0.229
H -0.53 -0.04 -0.35 0.230
H -2.11 1.87 -0.94 0.209
H -0.98 2.95 -0.08 0.235
H -2.74 2.26 1.48 0.176
H -1.18 1.56 1.95 0.215
H -3.33 -2.12 1.05 0.220
H -5.45 -2.88 0.04 0.213
H -6.98 -1.23 -0.99 0.212
H -6.37 1.16 -0.98 0.211
H -4.28 1.91 0.02 0.210

***

Record 4
49
Properties=species:S:1:pos:R:3:nbo_charge:R:1 method="wB97M-V/def2-TZVPD" e_tot_ev=-34883.178 fmax_ev_per_a=4.5 total_charge=-1 homo_lumo_gap_ev=7.4
C 4.41 -0.39 1.47 -0.630
C 5.17 -1.01 0.20 -0.400
C 4.26 -2.01 -0.68 -1.005
Al 2.57 -1.05 -1.30 1.697
O 1.08 -2.18 -1.60 -0.932
C 0.04 -1.17 -1.62 0.056
C -1.37 -1.89 -1.86 -0.523
C -2.08 -2.46 -0.55 0.584
O -1.64 -3.47 0.07 -0.555
C -3.36 -1.63 -0.02 -0.121
C -3.73 -0.21 -0.56 -0.193
C -5.01 0.47 -0.01 -0.228
C -5.92 -0.20 1.04 -0.236
C -5.50 -1.58 1.59 -0.234
C -4.22 -2.31 1.07 -0.194
C 0.18 0.02 -0.54 0.495
O -0.52 -0.05 0.72 -0.758
C -0.02 1.41 -1.31 -0.447
C -0.65 2.60 -0.43 -0.405
C 0.41 3.48 0.38 -0.418
C 1.27 2.68 1.47 -0.078
O 1.69 3.60 2.51 -0.757
O 1.58 -0.03 -0.09 -0.984
H 3.72 -1.12 2.01 0.211
H 5.23 -0.10 2.23 0.184
H 3.87 0.58 1.18 0.222
H 6.09 -1.58 0.57 0.174
H 5.52 -0.14 -0.48 0.193
H 4.87 -2.25 -1.64 0.203
H 4.03 -3.01 -0.19 0.210
H 2.84 0.01 -2.47 -0.479
H 0.23 -0.67 -2.65 0.163
H -2.06 -1.21 -2.46 0.204
H -1.16 -2.81 -2.53 0.256
H -3.07 0.30 -1.36 0.242
H -5.30 1.49 -0.42 0.218
H -6.88 0.32 1.40 0.224
H -6.10 -2.15 2.38 0.217
H -3.91 -3.33 1.46 0.247
H -0.24 -0.85 1.21 0.490
H -0.74 1.24 -2.20 0.188
H 0.98 1.70 -1.79 0.251
H -1.50 2.25 0.28 0.224
H -1.17 3.32 -1.17 0.189
H 1.18 3.97 -0.34 0.196
H -0.15 4.31 0.93 0.205
H 2.20 2.24 0.95 0.184
H 0.72 1.80 1.95 0.190
H 2.15 3.08 3.20 0.463